92
Properties=species:S:1:pos:R:3:forces:R:3:lowdin_charge:R:1 method="wB97M-V/def2-TZVPD" multiplicity=1 mol_weight_g_mol=1044.0 e_above_lowest_ev=0.079 e_homo_ev=-8.4 total_energy_ev=-485705.4219
C -2.289 -3.093 2.284 -1.35 -0.65 -0.14 -1.5623
Br -3.829 -4.279 1.756 0.58 0.39 0.44 0.5416
Br -0.671 -4.106 2.309 -0.01 0.19 -0.04 0.5855
Br -2.669 -2.178 3.948 0.29 -0.37 -0.57 0.6310
H -2.347 -2.427 1.432 0.68 0.33 0.19 -0.0844
C -0.909 0.646 1.936 0.31 0.54 0.07 -1.5732
Br -0.035 1.758 0.591 -0.57 -0.19 0.01 0.5584
Br -1.974 1.742 3.147 0.33 -0.49 -0.31 0.6089
Br 0.493 -0.314 2.814 -0.04 -0.23 0.38 0.5909
H -1.549 -0.100 1.481 -0.07 0.26 -0.30 -0.0609
O -1.736 -1.425 -0.815 0.46 -0.91 0.47 -0.2809
P -1.369 -1.847 -2.185 0.10 0.59 -2.12 0.5788
N -1.926 -0.728 -3.345 0.23 -0.88 0.20 -0.3071
C -1.262 0.583 -3.315 -0.15 -0.46 0.01 -0.1018
C -3.369 -0.631 -3.584 0.41 0.57 0.37 -0.1037
N -1.978 -3.314 -2.738 -0.51 0.38 0.87 -0.3013
C -2.107 -3.664 -4.142 0.88 1.86 -0.70 -0.1110
C -1.863 -4.486 -1.854 0.67 0.65 -0.83 -0.0944
N 0.296 -1.904 -2.505 -0.94 0.97 0.23 -0.3060
C 0.797 -2.069 -3.852 0.78 0.04 -0.23 -0.1392
C 1.173 -2.412 -1.479 0.17 -0.19 0.49 -0.1143
H -1.718 1.228 -4.066 0.02 -0.07 -0.11 0.0809
H -0.217 0.425 -3.577 0.06 0.35 0.27 0.0687
H -1.385 1.076 -2.346 0.26 0.02 0.02 0.0613
H -3.804 -1.588 -3.857 -0.04 0.11 -0.05 0.0657
H -3.455 0.116 -4.373 -0.40 -0.32 -0.28 0.0810
H -3.922 -0.213 -2.731 0.08 -0.16 0.08 0.0706
H -1.171 -3.579 -4.714 0.35 -1.03 0.46 0.0648
H -2.575 -4.635 -4.256 -0.19 0.07 -0.14 0.0882
H -2.581 -2.833 -4.678 -0.91 -0.58 0.20 0.0602
H -2.760 -5.076 -2.034 0.06 -0.25 0.63 0.0848
H -0.968 -5.047 -2.155 -0.17 -0.29 0.07 0.0841
H -1.686 -4.164 -0.830 -0.53 -0.16 0.11 0.0413
H 1.733 -1.507 -3.955 0.07 -0.08 0.18 0.0852
H 1.044 -3.115 -4.068 -0.15 -0.03 -0.12 0.0840
H 0.170 -1.660 -4.642 -0.45 -0.17 0.30 0.0749
H 0.934 -1.945 -0.522 -0.10 -0.22 0.02 0.0708
H 2.223 -2.183 -1.682 -0.11 0.19 -0.24 0.0799
H 1.110 -3.508 -1.400 0.01 0.06 0.18 0.0821
O 7.615 -0.958 2.037 0.81 -0.18 -0.70 -0.2791
P 6.647 0.044 1.578 -0.81 0.77 0.90 0.5327
N 6.706 0.465 -0.049 0.74 -0.07 -0.51 -0.3001
C 5.849 1.477 -0.625 -0.69 0.24 -0.22 -0.1218
C 7.313 -0.447 -1.028 -0.86 -1.26 1.35 -0.1033
N 6.785 1.449 2.500 -1.21 -0.65 -0.73 -0.3171
C 5.713 2.448 2.477 0.81 -0.06 0.25 -0.1390
C 8.066 1.929 3.001 -0.97 0.33 -0.03 -0.0937
N 5.049 -0.488 1.787 -0.50 0.37 0.12 -0.2948
C 4.797 -1.739 1.091 -0.40 -0.43 -0.57 -0.1266
C 4.290 -0.313 3.034 0.67 -0.18 -0.40 -0.1074
H 5.888 2.413 -0.071 0.04 -0.03 -0.02 0.0586
H 4.790 1.198 -0.736 -0.01 -0.25 0.45 0.0822
H 6.123 1.693 -1.660 0.52 0.00 0.15 0.0788
H 8.102 -0.974 -0.488 0.41 0.22 -0.52 0.0744
H 7.592 0.012 -1.971 0.35 0.37 0.25 0.0776
H 6.593 -1.247 -1.256 0.02 0.08 -0.36 0.0665
H 6.033 3.365 1.969 -0.13 -0.06 -0.19 0.0801
H 4.846 2.011 1.989 -0.16 0.31 0.06 0.0655
H 5.491 2.737 3.510 -0.28 -0.05 -0.05 0.0857
H 8.556 2.540 2.236 0.46 -0.29 0.06 0.0838
H 7.804 2.617 3.810 0.28 -0.11 0.17 0.0795
H 8.645 1.102 3.399 0.27 0.07 -0.27 0.0786
H 3.860 -2.229 1.370 -0.19 0.59 0.31 0.0790
H 4.689 -1.554 0.019 0.30 -0.17 -0.06 0.0628
H 5.535 -2.524 1.289 0.35 0.27 -0.15 0.0846
H 3.254 0.003 2.887 0.20 0.32 -0.42 0.0096
H 4.853 0.448 3.566 -0.42 -0.30 0.74 0.0597
H 4.198 -1.271 3.556 0.46 0.15 0.37 0.0866
C -7.317 -1.634 4.035 -0.59 -0.88 1.33 -0.0545
O -6.868 -1.720 2.705 -0.33 0.15 0.03 0.0048
C -5.810 -0.972 2.372 -0.64 -0.36 -0.80 -0.6497
O -5.094 -0.345 3.084 0.44 0.53 0.62 0.0669
O -5.739 -1.058 1.054 -0.38 -0.45 -0.93 -0.0005
C -4.635 -0.507 0.371 1.09 0.35 0.56 -0.0340
H -7.288 -2.628 4.500 0.79 0.10 -0.09 0.0948
H -8.395 -1.464 4.133 0.13 0.73 -0.76 0.0919
H -6.749 -0.909 4.611 -0.02 -0.06 -0.01 0.0935
H -3.711 -1.026 0.631 -0.09 -0.04 0.08 0.0510
H -4.500 0.543 0.640 -0.11 0.03 -0.16 0.1004
H -4.746 -0.640 -0.701 -0.48 0.01 0.09 0.0801
C -3.353 4.444 0.944 1.36 0.57 0.58 -0.0676
O -4.579 5.165 0.877 -0.04 -0.38 0.08 0.0123
C -4.712 5.891 -0.239 -1.03 -0.59 0.78 -0.6239
O -3.965 5.889 -1.167 0.50 0.31 -0.70 0.1374
O -5.872 6.551 -0.136 0.27 -0.01 0.18 -0.0007
C -6.211 7.320 -1.281 -0.76 -0.07 -0.21 -0.0476
H -3.278 3.515 0.381 -0.49 0.22 -0.42 0.0860
H -3.100 4.184 1.971 -0.73 0.13 0.15 0.0424
H -2.569 5.145 0.656 0.18 -0.37 -0.36 0.0980
H -7.131 7.852 -1.037 0.28 0.18 0.28 0.0930
H -6.507 6.650 -2.094 0.57 0.14 -0.14 0.1004
H -5.402 8.005 -1.529 -0.13 -0.10 -0.27 0.0989



44
Properties=species:S:1:pos:R:3:forces:R:3:nbo_charge:R:1 method="wB97M-V/def2-TZVPD" multiplicity=1 mol_weight_g_mol=374.4 e_above_lowest_ev=1.299 e_homo_ev=-8.1 total_energy_ev=-43010.6424
O 0.041 3.163 0.812 -0.17 0.38 -0.01 -0.6173
C -0.027 1.989 0.513 0.20 -0.50 -0.07 0.6558
N 0.944 1.088 0.773 0.12 -0.01 -0.17 -0.6358
C 2.156 1.422 1.482 -0.23 0.68 0.24 -0.0722
C 2.155 0.826 2.905 -0.15 0.44 0.07 -0.4170
C 2.309 -0.682 2.802 0.30 -0.02 -0.57 -0.6648
S 3.056 -0.956 1.154 0.62 -0.16 0.17 2.1481
O 4.279 -1.698 1.244 0.26 0.10 0.18 -0.9244
O 2.038 -1.462 0.265 -0.41 0.08 -0.18 -0.9641
C 3.336 0.804 0.757 -0.28 -0.69 0.31 -0.6552
C -1.150 1.410 -0.304 -0.58 -0.47 0.49 0.1066
C -1.913 0.366 0.064 0.45 0.82 -0.10 -0.2586
C -1.852 -0.366 1.295 -0.65 -1.03 0.11 0.2454
C -2.568 -1.485 1.653 0.41 0.67 -0.36 -0.2726
C -2.194 -1.795 2.977 0.44 0.34 0.34 -0.3040
C -1.285 -0.848 3.338 -0.44 -0.71 0.33 0.0790
O -1.068 0.018 2.331 0.01 0.30 -0.09 -0.4158
N -1.322 2.107 -1.497 0.24 0.58 0.02 -0.6188
C -1.693 1.643 -2.733 0.06 0.08 -0.03 0.6550
O -1.984 2.417 -3.619 -0.12 -0.05 -0.10 -0.5760
C -1.639 0.166 -2.923 0.03 -0.29 -0.36 -0.0819
C -2.685 -0.478 -3.575 0.08 0.22 0.12 -0.2050
C -2.631 -1.844 -3.787 -0.05 -0.08 -0.01 -0.2128
C -1.529 -2.570 -3.367 -0.03 -0.05 -0.02 -0.2013
C -0.470 -1.926 -2.746 0.08 -0.01 0.03 -0.2001
C -0.522 -0.563 -2.527 -0.08 0.04 -0.11 -0.2093
H 0.849 0.124 0.474 -0.26 0.16 -0.11 0.4372
H 2.200 2.516 1.530 0.11 -0.24 -0.05 0.2607
H 2.986 1.260 3.462 0.00 -0.01 0.02 0.2200
H 1.226 1.102 3.403 0.06 0.01 0.03 0.2392
H 1.360 -1.208 2.805 -0.05 -0.10 -0.09 0.2555
H 2.976 -1.106 3.544 0.08 -0.09 0.00 0.2553
H 4.295 1.103 1.164 0.10 -0.02 0.11 0.2499
H 3.307 0.942 -0.319 0.01 -0.12 -0.10 0.2621
H -2.692 0.027 -0.604 -0.04 0.02 -0.01 0.2375
H -3.268 -2.013 1.038 -0.15 -0.06 -0.21 0.2309
H -2.552 -2.605 3.579 -0.03 -0.14 0.18 0.2333
H -0.753 -0.681 4.254 0.12 0.12 0.08 0.2029
H -1.151 3.106 -1.435 -0.08 -0.13 -0.11 0.4301
H -3.534 0.101 -3.903 -0.07 0.06 -0.06 0.2285
H -3.449 -2.342 -4.286 -0.06 -0.04 -0.04 0.2167
H -1.490 -3.636 -3.532 0.01 -0.09 -0.01 0.2159
H 0.398 -2.482 -2.424 0.09 -0.06 0.02 0.2253
H 0.315 -0.066 -2.057 0.07 0.05 0.07 0.2161



18
Properties=species:S:1:pos:R:3:forces:R:3:nbo_charge:R:1 method="wB97M-V/def2-TZVPD" multiplicity=1 mol_weight_g_mol=84.2 e_above_lowest_ev=5.813 e_homo_ev="-7.3 / -6.8" total_energy_ev=-6411.1279
C 1.642 -0.383 0.942 -0.07 -0.01 0.02 -0.6743
C 1.033 -0.287 -0.420 1.07 -0.62 -0.15 -0.0726
C -0.341 1.448 -0.112 -0.91 0.70 -0.81 -0.6128
C -1.390 0.498 0.484 -0.06 0.15 -0.02 -0.4809
C -1.389 -0.435 -0.691 -0.59 -0.92 0.58 -0.2133
C -0.071 -1.173 -0.850 -0.25 -0.11 0.10 -0.5349
H 0.890 -0.574 1.717 0.12 0.03 -0.11 0.2082
H 2.177 0.542 1.194 -0.06 -0.15 0.00 0.2142
H 2.374 -1.202 0.994 -0.08 0.11 0.01 0.2256
H 1.726 0.041 -1.197 -0.15 0.03 0.15 0.1882
H -0.863 2.349 -0.472 0.02 0.00 0.25 0.2237
H 0.512 1.814 0.471 -0.04 -0.23 -0.24 0.2100
H -1.134 0.092 1.476 0.01 -0.06 -0.27 0.1973
H -2.365 0.988 0.592 0.18 -0.08 -0.02 0.2186
H -2.300 -0.998 -0.918 0.06 0.11 -0.08 0.1862
H -0.447 0.883 -1.198 0.73 0.91 0.61 0.2699
H -0.088 -2.028 -0.148 -0.04 0.08 -0.17 0.2333
H 0.034 -1.576 -1.864 0.05 0.06 0.16 0.2137



20
Properties=species:S:1:pos:R:3:forces:R:3:nbo_charge:R:1 method="wB97M-V/def2-TZVPD" multiplicity=2 s_squared=0.760 mol_weight_g_mol=101.2 charge=+2 e_above_lowest_ev=2.079 e_homo_ev="-20.1 / -20.7" total_energy_ev=-8356.3412
C -2.126 -1.130 0.767 0.45 0.28 -0.48 -0.6254
C -0.595 -1.006 0.601 -1.91 -0.55 -0.70 -0.0207
C -0.137 0.477 0.875 0.44 0.06 0.24 -0.5221
C 0.835 1.099 -0.105 0.13 -1.47 0.63 0.2936
C 0.594 2.256 -0.841 -0.05 0.33 -0.98 -0.0677
N 2.017 0.413 -0.315 0.01 2.16 -0.71 -0.6926
N -0.326 -1.539 -0.841 -0.31 0.57 0.05 -0.6898
H -2.659 -0.650 -0.060 0.10 0.37 0.14 0.2238
H -2.376 -2.180 0.669 -0.25 -0.22 0.54 0.2483
H -2.453 -0.679 1.706 -0.05 -0.37 -0.04 0.2698
H -0.198 -1.808 1.218 0.78 0.68 0.31 0.2585
H 0.312 0.464 1.883 0.15 -0.03 -0.25 0.3148
H -0.997 1.141 0.996 -0.07 -0.25 -0.29 0.2769
H -0.323 2.831 -0.904 -0.12 -0.20 0.52 0.2601
H 1.408 2.644 -1.445 0.01 0.02 -0.08 0.2343
H 2.734 0.573 0.403 -0.23 -1.26 0.50 0.4676
H 2.454 0.690 -1.206 0.03 -0.06 0.39 0.4184
H -1.137 -1.512 -1.483 0.07 0.32 0.51 0.4563
H -0.026 -2.516 -0.874 0.31 0.01 0.29 0.4669
H 0.393 -0.946 -1.230 0.50 -0.38 -0.57 0.4289